2 unconnected molecules or ions with the total composition C12H15Cl3INO4 in a non-equilibrium geometry. Source: the OMol25 dataset; level of theory: wB97M-V/def2-TZVPD.

Summary:
HOMO level ... -9.25 eV
SMILES string ... C[C@@H](I)CN(O)C(=O)OCOc1ccccc1.ClC(Cl)Cl
LUMO level ... 0.327 eV
2S+1 ... 1
Maximum force ... 2.054 eV Å⁻¹

Geometry as XYZ:
```
36
Properties=species:S:1:pos:R:3:forces:R:3
C -3.1324 -4.5426 0.0703 0.019 -0.412 -0.285
C -2.1390 -3.4652 -0.4355 -0.588 -0.354 0.291
I -2.8206 -2.9444 -2.4447 0.368 0.076 0.369
C -2.1497 -2.1824 0.4336 -0.867 -0.658 -0.107
N -1.3101 -2.2484 1.6532 0.356 1.001 -1.532
O -0.9312 -3.5569 1.9901 0.196 -0.541 0.528
C -0.1954 -1.3446 1.6246 0.431 0.542 1.757
O 0.0598 -0.6955 2.6139 0.056 -0.393 -0.835
O 0.5633 -1.2663 0.5002 -0.913 -0.357 0.651
C 1.6001 -0.2915 0.6061 1.241 0.728 -0.863
O 2.1095 -0.1011 -0.7129 -0.201 0.560 0.909
C 1.6121 1.1021 -1.2253 -0.554 -0.437 -0.317
C 2.4637 2.1586 -1.4956 0.209 0.335 -0.673
C 1.9265 3.3557 -1.9954 -0.369 -0.478 -1.270
C 0.5517 3.4738 -2.2018 -0.262 -0.421 -0.539
C -0.2888 2.3883 -1.9286 -0.173 -0.263 0.072
C 0.2224 1.1882 -1.4531 0.570 0.440 0.044
H -4.0901 -4.1055 0.3959 0.438 -0.029 -0.014
H -2.6973 -5.1562 0.8771 -0.140 0.543 -0.099
H -3.3850 -5.2529 -0.7357 0.204 0.321 0.263
H -1.1483 -3.9290 -0.5092 -0.208 0.455 -0.328
H -3.1943 -2.0707 0.7842 0.421 0.036 -0.178
H -1.9359 -1.2735 -0.1477 0.300 -0.367 0.279
H -0.0087 -3.7306 1.7454 -0.134 0.231 -0.297
H 2.4255 -0.6144 1.2626 -0.474 -0.337 -0.322
H 1.2570 0.6866 0.9647 -0.404 -0.570 0.183
H 3.5441 2.0923 -1.3448 -0.427 -0.215 0.097
H 2.5498 4.2154 -2.2533 0.015 -0.439 0.247
H 0.0789 4.3774 -2.5956 0.456 -0.160 0.151
H -1.3686 2.4621 -2.0844 0.379 0.100 -0.028
H -0.4175 0.3271 -1.2471 0.253 0.309 -0.123
C 1.9613 4.1971 1.9348 -0.211 0.259 -0.048
Cl 3.0302 5.5842 2.1718 -0.047 -0.038 0.020
Cl 1.2666 4.2113 0.3024 -0.007 0.537 1.983
Cl 2.8355 2.6874 2.2241 -0.018 0.030 -0.003
H 1.1549 4.2643 2.6558 0.085 -0.036 0.017
```
Positions in Å, forces in eV/Å.

Want to see where the charge sits? The Mulliken charges in e are: C -1.163; C -0.087; I 0.010; C -0.604; N 0.148; O -0.396; C 0.390; O -0.554; O -0.246; C -0.502; O -0.484; C 0.385; C -0.363; C -0.466; C -0.767; C -0.313; C -0.144; H 0.343; H 0.278; H 0.422; H 0.357; H 0.351; H 0.208; H 0.346; H 0.427; H 0.390; H 0.420; H 0.347; H 0.383; H 0.374; H 0.474; C -0.030; Cl -0.142; Cl 0.001; Cl -0.126; H 0.333

CH2O3 in the gas phase in a non-equilibrium geometry. Source: the OMol25 dataset; level of theory: wB97M-V/def2-TZVPD.

Summary:
HOMO level ... -11.18 eV
SMILES string ... O=C(O)O
LUMO level ... 0.251 eV
Energy relative to the best compared isomer or geometry (same formula, charge and spin) ... 12.0 kcal/mol
2S+1 ... 1
Maximum force ... 4.545 eV Å⁻¹

Geometry as XYZ:
```
6
Properties=species:S:1:pos:R:3:forces:R:3
C 0.0461 0.3729 -0.1762 2.699 2.045 -2.104
H 1.0382 -0.5340 1.0671 0.603 -0.045 0.182
H -1.5944 -0.6409 -0.3727 3.089 -0.473 0.318
O 1.1927 0.2486 0.5204 -0.659 -0.277 0.703
O -0.5794 -0.7965 -0.1581 -4.537 0.126 -0.238
O -0.1033 1.3499 -0.8805 -1.195 -1.376 1.139
```
Positions in Å, forces in eV/Å.

Want to see where the charge sits? The Mulliken charges in e are: C 0.709; H 0.329; H 0.377; O -0.430; O -0.480; O -0.505

8 unconnected molecules or ions with the total composition C31H49N7O3 in a non-equilibrium geometry. Source: the OMol25 dataset; level of theory: wB97M-V/def2-TZVPD.

Summary:
HOMO level ... -7.96 eV
LUMO level ... 0.143 eV
Energy relative to the best compared isomer or geometry (same formula, charge and spin) ... 46.7 kcal/mol
2S+1 ... 1
Maximum force ... 10.428 eV Å⁻¹

Geometry as XYZ:
```
90
Properties=species:S:1:pos:R:3:forces:R:3
C -1.2342 -5.8910 0.4665 -0.005 1.424 -2.615
O -2.1725 -5.0072 1.0706 -0.521 0.919 -1.425
C -2.1697 -3.7796 0.3781 -0.204 -0.185 -0.371
C -2.8277 -2.7057 1.2265 -0.924 -1.454 2.089
N -3.1137 -1.5187 0.4308 0.407 0.359 3.302
H -2.2150 -1.1935 0.1123 1.677 0.788 -2.423
H -3.7175 -1.8089 -0.2317 -1.764 -1.048 -3.803
C -3.7678 -0.3992 1.0711 1.217 2.968 2.351
C -3.3842 1.0134 0.4179 -1.418 -0.281 2.032
O -3.9467 2.0516 1.2768 -0.007 -4.265 -0.310
C -3.4562 3.2986 0.9951 2.645 -1.552 -1.850
H -0.2624 -5.7446 0.8611 1.212 0.548 -0.131
H -1.2731 -6.2646 -0.6543 -0.071 2.109 1.586
H -1.5895 -6.7002 0.8619 -1.302 -5.406 2.579
H -2.5335 -3.8589 -0.6799 -0.565 0.029 0.818
H -1.1584 -3.5969 0.2081 2.022 1.144 -0.229
H -2.2572 -2.3850 2.1403 -0.225 -0.485 -1.003
H -3.7812 -3.1878 1.5945 0.722 0.803 -0.269
H -3.3078 -0.2121 2.0241 0.850 -0.523 0.737
H -4.7631 -0.5930 1.4854 -0.382 0.112 -1.411
H -3.8334 1.0299 -0.5082 -1.169 0.528 -2.411
H -2.3213 1.1900 0.2195 0.044 -0.505 0.625
H -2.3618 3.2462 0.8620 0.392 0.025 0.866
H -3.6591 3.7523 1.9102 -0.765 2.495 0.517
H -3.6284 3.4652 -0.0616 -1.444 1.770 -0.031
C -0.0375 -0.2896 -0.1137 -3.627 8.031 1.085
O -0.9654 -0.5498 -0.9919 -4.432 -0.743 -4.317
H 0.3656 -1.1121 -0.0545 5.259 -8.513 2.935
H -0.7409 0.0762 0.7266 2.649 0.112 0.829
H 0.7413 0.3770 -0.5004 0.121 1.048 0.602
N 0.0306 -2.6079 -2.7556 1.690 -3.842 2.034
C -0.2919 -2.3243 -3.9762 -1.125 4.269 -3.706
C -0.4463 -3.4226 -4.7758 1.894 -1.915 7.847
C -0.2353 -4.5427 -3.8394 1.256 1.487 0.784
C 0.1865 -4.0085 -2.6168 -2.981 3.373 -5.780
H 0.1245 -2.0761 -1.9482 -0.251 2.058 0.945
H -0.4261 -1.2112 -4.3937 0.362 -2.644 1.422
H -0.7671 -3.2699 -5.6600 -2.050 -0.014 -6.261
H -0.1660 -5.5980 -3.8547 -0.300 -0.920 -1.153
H 0.5101 -4.4117 -1.7790 1.313 -1.866 3.738
N 1.1536 1.3950 -3.9393 -3.901 0.821 -3.937
C 1.7255 2.1034 -5.0158 1.302 1.906 0.522
C 3.0587 2.1215 -4.6708 2.619 -1.566 0.490
C 3.2683 1.1255 -3.5125 -3.019 3.599 -4.465
C 2.0404 0.6802 -3.2506 1.189 4.826 -2.688
H 0.1191 1.3786 -3.9512 1.133 -0.636 0.641
H 1.2584 2.7628 -5.9183 0.611 -1.987 2.908
H 3.9503 2.5838 -5.1941 -1.533 -0.508 0.541
H 4.0499 0.6964 -3.0972 4.100 -1.412 1.507
H 1.7776 -0.0279 -2.6785 -2.145 -4.993 4.429
N -1.4734 1.5963 -2.5965 -2.936 1.089 -2.373
C -2.0793 1.5597 -3.9268 2.036 0.804 2.002
C -2.1562 2.8391 -4.4157 1.051 0.339 4.443
C -1.7948 3.6857 -3.2122 -1.229 2.581 -4.545
C -1.5135 2.9133 -2.2158 2.387 -3.266 2.845
H -1.2992 0.8629 -1.9049 -0.240 -1.287 -0.126
H -2.1884 0.6241 -4.3828 -0.241 -1.081 -0.670
H -2.2669 3.2415 -5.3682 -0.638 0.178 -1.416
H -1.6545 4.7695 -3.2047 -0.367 -0.429 -0.131
H -1.0702 3.0449 -1.2368 -0.220 0.813 -0.008
N 2.0490 2.9231 2.8008 2.104 -5.900 -2.926
C 0.7229 2.6800 2.5891 0.020 3.257 2.196
C 0.1843 3.8441 3.2319 -1.038 -1.005 -1.496
C 1.2056 4.7042 3.6593 1.473 1.421 1.835
C 2.3783 4.0275 3.4696 -1.938 -0.873 -1.475
H 2.6947 2.1690 2.3480 -0.925 2.232 1.455
H 0.3241 1.7637 2.1255 0.291 0.886 0.320
H -0.8487 4.0665 3.2257 -0.887 0.242 0.195
H 1.3846 5.6936 4.1879 -1.577 -1.267 -0.758
H 3.3780 4.1959 3.5666 2.359 0.973 0.594
N 1.1444 -0.4342 4.8119 -1.283 -2.231 -0.905
C 0.6606 -1.5218 5.5966 2.067 3.365 -0.985
C 0.4529 -2.5725 4.8211 -1.862 -3.330 -1.752
C 0.6019 -2.1806 3.4379 1.464 3.541 -1.691
C 1.0490 -0.8425 3.4571 0.669 0.313 2.021
H 1.6090 0.3590 5.2316 -0.319 0.045 -0.508
H 0.5963 -1.2810 6.6074 -0.190 -0.451 1.596
H 0.0739 -3.5766 5.1463 0.449 1.276 -0.257
H 0.5953 -2.4042 2.3330 -0.515 -1.532 1.680
H 1.4464 -0.1512 2.6742 -0.713 -1.022 0.729
N 5.0841 1.8179 2.1050 -1.457 -1.001 -0.011
C 4.5109 1.7669 0.8343 -1.413 -6.546 3.094
C 3.8275 0.4859 0.7243 2.733 2.589 4.997
C 4.0085 -0.1512 2.1259 1.267 5.170 -3.361
C 4.7195 0.7143 2.9386 -1.128 0.639 -6.970
H 5.7860 2.4599 2.3503 0.622 0.925 0.372
H 4.5227 2.4438 0.0885 0.611 2.526 -1.899
H 3.2125 0.2133 -0.0744 -0.676 -0.621 -0.969
H 3.6145 -1.0053 2.4365 -1.633 -3.557 1.132
H 4.9593 0.6072 3.8983 1.263 -0.094 3.556
```
Positions in Å, forces in eV/Å.

Want to see where the charge sits? The Mulliken charges in e are: C -0.851; O -0.435; C -0.130; C -0.502; N 0.821; H -0.405; H 0.386; C -0.976; C 0.343; O -0.457; C -0.632; H 0.340; H 0.239; H 0.492; H 0.306; H 0.027; H 0.237; H 0.383; H 0.372; H 0.550; H 0.429; H -0.335; H 0.081; H 0.397; H 0.368; C -1.544; O -1.313; H 1.490; H 0.099; H 0.048; N 0.241; C 0.164; C -1.119; C -0.715; C -0.814; H 0.183; H 0.015; H 0.659; H 0.429; H 0.832; N 0.266; C -0.451; C -0.553; C -1.174; C -0.521; H 0.138; H 0.242; H 0.315; H 0.668; H 1.033; N 1.335; C -0.887; C -0.453; C -0.797; C -0.593; H -0.186; H 0.521; H 0.513; H 0.370; H 0.628; N 0.148; C -0.275; C -0.885; C -0.758; C -0.229; H 0.344; H 0.266; H 0.490; H 0.286; H 0.548; N -0.031; C -0.463; C -1.071; C -0.227; C -0.062; H 0.244; H 0.518; H 0.322; H 0.444; H 0.263; N -0.050; C -0.883; C -0.323; C -0.852; C -0.793; H 0.186; H 0.519; H 0.712; H 0.945; H 0.549

2 unconnected molecules or ions with the total composition C6H14N2O2 in a non-equilibrium geometry. Source: the OMol25 dataset; level of theory: wB97M-V/def2-TZVPD.

Summary:
HOMO level (alpha / beta) ... -13.78 / -13.74 eV
<S²> ... 0.7641
LUMO level (alpha / beta) ... -3.321 / -8.631 eV
Energy relative to the best compared isomer or geometry (same formula, charge and spin) ... 24.0 kcal/mol
2S+1 ... 2
Charge ... +1
Maximum force ... 2.147 eV Å⁻¹

Geometry as XYZ:
```
24
Properties=species:S:1:pos:R:3:forces:R:3
C 2.1701 -0.7734 -2.0746 -0.457 0.359 -1.201
C 1.2758 1.6658 0.6566 0.421 -0.303 0.602
C 1.2923 0.2005 -1.3065 2.126 0.271 -0.120
O 0.3931 0.8420 -1.8357 -0.826 -0.504 0.603
N 1.7854 0.5186 -0.0794 -0.860 0.322 0.510
H 2.0701 -0.4429 -3.1115 -0.309 -0.274 -0.050
H 2.3479 -0.1237 0.4599 0.245 0.011 -0.556
H 0.4011 1.3994 1.2565 -0.222 0.213 -0.127
H 3.2418 -0.6677 -1.9254 -0.084 -0.158 0.791
H 1.8377 -1.8058 -2.0339 0.062 -0.133 0.158
H 2.0334 1.9638 1.3832 0.010 0.019 -0.109
H 1.0923 2.5095 0.0000 -0.207 -0.113 -0.125
C -2.3868 1.2886 0.7334 0.793 1.019 1.477
C -0.9229 -2.1918 0.6438 -0.332 0.000 -1.287
C -1.7174 -1.0417 1.1573 0.919 -0.562 0.574
O -2.2343 -0.9625 2.2326 -0.329 0.244 -0.243
N -1.7009 0.1323 0.3024 -0.328 -0.631 0.084
H -1.2191 0.0166 -0.6081 -0.088 0.791 -0.045
H -1.7851 2.1888 0.6343 -0.008 0.150 -1.314
H 0.1343 -1.9364 0.6463 0.211 -0.065 0.557
H -3.3949 1.3829 0.3386 -0.124 0.021 -0.470
H -2.4405 1.2899 1.8237 -0.539 -0.794 0.015
H -1.1690 -3.1281 1.1334 0.199 0.184 0.316
H -1.1042 -2.3251 -0.4268 -0.274 -0.066 -0.041
```
Positions in Å, forces in eV/Å.

Want to see where the charge sits? The Mulliken charges in e are: C -1.130; C -0.746; C 0.627; O -0.660; N -0.101; H 0.336; H 0.271; H 0.145; H 0.359; H 0.268; H 0.371; H 0.306; C -0.875; C -1.091; C 0.840; O -0.393; N 0.133; H 0.224; H 0.344; H 0.253; H 0.379; H 0.405; H 0.341; H 0.392

- Which of these has the highest 2S+1?
  C6H14N2O2

- Among the records above, which one has the highest 2S+1?
  C6H14N2O2

- Among the records above, which one has the lowest maximum force?
  C12H15Cl3INO4